--- A ---
ORCA calculation (ωB97M-V/def2-TZVPD) on a single C3H4N2 molecule.

Bonds (Å) are listed after each position.
Positions of all 9 atoms, in Å:
1 C -1.276 1.474 0.843  N4 1.232, H6 1.035
2 C 0.810 0.245 -1.367  N5 1.291, H7 1.048
3 C -0.074 -0.650 0.573  N4 1.277, N5 1.364, H8 1.031
4 N -0.751 0.364 0.953  C1 1.232, C3 1.277
5 N 0.735 -0.729 -0.522  C2 1.291, C3 1.364, H9 0.996
6 H -1.441 2.406 1.259  C1 1.035
7 H 1.204 0.009 -2.309  C2 1.048
8 H -0.422 -1.522 0.999  C3 1.031
9 H 1.215 -1.597 -0.428  N5 0.996

Properties
Kohn-Sham gap   8.07 eV
Molecular weight   68.08 g/mol

How positive or negative is each atom? The Löwdin charges in e answer that: number 1, C, carries 0.1427; number 2, C, carries 0.0197; number 3, C, carries -0.2567; number 4, N, carries -0.0232; number 5, N, carries -0.0994; number 6, H, carries 0.0203; number 7, H, carries -0.0253; number 8, H, carries 0.0949; number 9, H, carries 0.1270

--- B ---
ORCA calculation (ωB97M-V/def2-TZVPD) on a single C3H4N2 molecule.

Bonds (Å) are listed after each position.
Positions of all 9 atoms, in Å:
1 N 2.179 1.028 -0.704  C2 1.239, H6 1.034
2 C 1.434 0.131 -0.288  N1 1.239, C3 1.282
3 C 0.311 -0.346 0.107  C2 1.282, C4 1.442, N5 1.417
4 C -1.085 -0.531 -0.202  C3 1.442, N5 1.495, H7 1.094, H8 1.083
5 N -0.621 -0.010 1.120  C3 1.417, C4 1.495, H9 1.015
6 H 1.446 1.754 -0.782  N1 1.034
7 H -1.597 0.224 -0.805  C4 1.094
8 H -1.439 -1.550 -0.311  C4 1.083
9 H -0.629 -0.699 1.864  N5 1.015

Properties
Kohn-Sham gap   9.59 eV
Molecular weight   68.08 g/mol
SMILES   N=C=C1CN1

How positive or negative is each atom? The Löwdin charges in e answer that: number 1, N, carries 0.1155; number 2, C, carries -0.1243; number 3, C, carries -0.3282; number 4, C, carries -0.0994; number 5, N, carries 0.0568; number 6, H, carries 0.0781; number 7, H, carries 0.1080; number 8, H, carries 0.0992; number 9, H, carries 0.0942

--- C ---
ORCA calculation (ωB97M-V/def2-TZVPD) on a single C3H4N2 molecule.

Bonds (Å) are listed after each position.
Positions of all 9 atoms, in Å:
1 C 0.765 0.269 0.622  C2 1.367, N5 1.373, H6 1.073
2 C 0.016 -0.840 0.904  C1 1.367, N3 1.402, H7 1.075
3 N -0.977 -1.010 -0.072  C2 1.402, C4 1.299
4 C -0.796 -0.010 -0.882  N3 1.299, N5 1.360, H8 1.081
5 N 0.196 0.835 -0.493  C1 1.373, C4 1.360, H9 0.996
6 H 1.723 0.531 1.028  C1 1.073
7 H 0.069 -1.597 1.664  C2 1.075
8 H -1.342 0.126 -1.804  C4 1.081
9 H 0.347 1.696 -0.968  N5 0.996

Properties
Kohn-Sham gap   9.88 eV
Molecular weight   68.08 g/mol
SMILES   c1c[nH]cn1

How positive or negative is each atom? The Löwdin charges in e answer that: number 1, C, carries -0.1254; number 2, C, carries -0.1504; number 3, N, carries 0.0413; number 4, C, carries -0.2433; number 5, N, carries 0.0396; number 6, H, carries 0.0993; number 7, H, carries 0.0882; number 8, H, carries 0.1137; number 9, H, carries 0.1370

Which is most stable, and by how much? C, by 3.862 eV.

--- A ---
ORCA calculation (ωB97M-V/def2-TZVPD) on 2 unconnected molecules or ions with the total composition C15H18O.

Bonds (Å) are listed after each position.
Positions of all 34 atoms, in Å:
1 C 1.975 1.157 -3.562  C7 1.582, H13 1.234, H14 1.054, H15 1.070
2 C -1.232 -0.728 -1.290  C3 1.428, C4 1.327, H8 1.088
3 C -0.441 -1.520 -2.178  C2 1.428, C5 1.426, H9 1.052
4 C -0.864 0.525 -1.050  C2 1.327, C6 1.423, H10 1.091
5 C 0.427 -0.862 -3.099  C3 1.426, C7 1.460, H11 1.052
6 C 0.271 1.149 -1.639  C4 1.423, C7 1.378, H12 1.058
7 C 0.794 0.503 -2.737  C1 1.582, C5 1.460, C6 1.378
8 H -1.997 -1.269 -0.737  C2 1.088
9 H -0.852 -2.488 -2.148  C3 1.052
10 H -1.253 1.019 -0.158  C4 1.091
11 H 0.769 -1.427 -3.919  C5 1.052
12 H 0.629 2.083 -1.295  C6 1.058
13 H 2.876 0.315 -3.609  C1 1.234
14 H 2.483 2.046 -3.310  C1 1.054
15 H 1.387 1.409 -4.420  C1 1.070
16 C 1.717 -1.321 0.872  C17 1.647, C18 1.508, H25 1.120, H26 1.050
17 C 3.189 -0.625 0.626  C16 1.647, H27 1.107, H33 1.087, H34 1.161
18 C 0.601 -0.506 1.477  C16 1.508, C19 1.423, C20 1.387
19 C -0.420 -1.335 2.021  C18 1.423, C21 1.411, H28 1.095
20 C 0.414 0.865 1.394  C18 1.387, C22 1.436, H29 1.087
21 C -1.692 -0.790 2.298  C19 1.411, C23 1.481, H30 1.037
22 C -0.806 1.475 1.841  C20 1.436, C23 1.409, H31 1.100
23 C -1.843 0.681 2.370  C21 1.481, C22 1.409, O24 1.378
24 O -3.029 1.303 2.695  C23 1.378, H32 0.990
25 H 1.230 -1.580 -0.102  C16 1.120
26 H 1.933 -2.109 1.530  C16 1.050
27 H 3.718 -1.238 -0.130  C17 1.107
28 H -0.237 -2.394 2.229  C19 1.095
29 H 1.219 1.525 1.081  C20 1.087
30 H -2.403 -1.393 2.753  C21 1.037
31 H -0.827 2.575 1.849  C22 1.100
32 H -3.714 0.597 2.805  O24 0.990
33 H 3.772 -0.600 1.543  C17 1.087
34 H 2.965 0.494 0.408  C17 1.161

Properties
Kohn-Sham gap   8.92 eV
Molecular weight   214.31 g/mol
SMILES   CCc1ccc(O)cc1.Cc1ccccc1

How positive or negative is each atom? The Löwdin charges in e answer that: number 1, C, carries -0.0537; number 2, C, carries -0.1147; number 3, C, carries -0.0690; number 4, C, carries -0.1187; number 5, C, carries -0.0202; number 6, C, carries -0.0465; number 7, C, carries -0.2506; number 8, H, carries 0.1060; number 9, H, carries 0.0795; number 10, H, carries 0.0784; number 11, H, carries 0.0832; number 12, H, carries 0.1009; number 13, H, carries 0.1341; number 14, H, carries 0.0343; number 15, H, carries 0.0554; number 16, C, carries -0.1652; number 17, C, carries -0.0623; number 18, C, carries -0.2631; number 19, C, carries -0.0387; number 20, C, carries -0.0759; number 21, C, carries 0.0028; number 22, C, carries -0.0432; number 23, C, carries -0.2827; number 24, O, carries 0.0209; number 25, H, carries 0.1067; number 26, H, carries 0.0758; number 27, H, carries 0.0636; number 28, H, carries 0.1171; number 29, H, carries 0.1028; number 30, H, carries 0.0736; number 31, H, carries 0.1247; number 32, H, carries 0.1228; number 33, H, carries 0.0468; number 34, H, carries 0.0750

--- B ---
ORCA calculation (ωB97M-V/def2-TZVPD) on 2 unconnected molecules or ions with the total composition C15H18O.

Bonds (Å) are listed after each position.
Positions of all 34 atoms, in Å:
1 C 0.777 -0.979 -3.076  C2 1.528, C3 1.506, H10 1.092, H11 1.082
2 C 0.089 -2.150 -2.377  C1 1.528, H12 1.093, H18 1.095, H19 1.086
3 C 1.513 -0.037 -2.159  C1 1.506, C4 1.408, C5 1.382
4 C 1.859 1.218 -2.696  C3 1.408, C6 1.377, H13 1.082
5 C 1.937 -0.326 -0.876  C3 1.382, C7 1.395, H14 1.082
6 C 2.610 2.125 -1.982  C4 1.377, C8 1.391, H15 1.079
7 C 2.746 0.581 -0.190  C5 1.395, C8 1.374, H16 1.082
8 C 3.108 1.793 -0.726  C6 1.391, C7 1.374, O9 1.366
9 O 4.022 2.584 -0.089  C8 1.366, H17 0.963
10 H 1.419 -1.448 -3.824  C1 1.092
11 H 0.034 -0.466 -3.673  C1 1.082
12 H 0.763 -2.637 -1.668  C2 1.093
13 H 1.651 1.416 -3.739  C4 1.082
14 H 1.813 -1.314 -0.454  C5 1.082
15 H 2.903 3.029 -2.492  C6 1.079
16 H 3.185 0.320 0.765  C7 1.082
17 H 3.665 3.451 0.126  O9 0.963
18 H -0.146 -2.983 -3.050  C2 1.095
19 H -0.854 -1.847 -1.933  C2 1.086
20 C -3.578 0.264 3.952  C24 1.500, H31 1.090, H32 1.094, H34 1.087
21 C -2.206 -0.436 0.454  C22 1.380, C23 1.397, H27 1.085
22 C -0.879 -0.683 0.737  C21 1.380, C25 1.387, H28 1.073
23 C -3.119 -0.121 1.463  C21 1.397, C24 1.383, H29 1.078
24 C -2.696 -0.041 2.778  C20 1.500, C23 1.383, C26 1.405
25 C -0.427 -0.472 2.031  C22 1.387, C26 1.385, H30 1.083
26 C -1.331 -0.232 3.053  C24 1.405, C25 1.385, H33 1.055
27 H -2.604 -0.450 -0.555  C21 1.085
28 H -0.206 -0.888 -0.073  C22 1.073
29 H -4.101 0.187 1.144  C23 1.078
30 H 0.623 -0.563 2.278  C25 1.083
31 H -4.522 -0.280 3.925  C20 1.090
32 H -3.898 1.310 3.968  C20 1.094
33 H -1.031 -0.003 4.038  C26 1.055
34 H -3.118 0.080 4.919  C20 1.087

Properties
Kohn-Sham gap   9.52 eV
Molecular weight   214.31 g/mol
SMILES   CCc1ccc(O)cc1.Cc1ccccc1

How positive or negative is each atom? The Löwdin charges in e answer that: number 1, C, carries -0.2038; number 2, C, carries -0.1075; number 3, C, carries -0.2263; number 4, C, carries -0.0372; number 5, C, carries -0.0615; number 6, C, carries -0.0181; number 7, C, carries -0.0100; number 8, C, carries -0.3385; number 9, O, carries 0.0361; number 10, H, carries 0.1140; number 11, H, carries 0.1065; number 12, H, carries 0.0702; number 13, H, carries 0.1135; number 14, H, carries 0.1046; number 15, H, carries 0.1129; number 16, H, carries 0.1185; number 17, H, carries 0.1098; number 18, H, carries 0.0743; number 19, H, carries 0.0577; number 20, C, carries -0.0612; number 21, C, carries -0.0830; number 22, C, carries -0.0898; number 23, C, carries -0.0527; number 24, C, carries -0.2766; number 25, C, carries -0.0727; number 26, C, carries -0.0506; number 27, H, carries 0.0995; number 28, H, carries 0.0435; number 29, H, carries 0.1071; number 30, H, carries 0.0999; number 31, H, carries 0.0766; number 32, H, carries 0.0810; number 33, H, carries 0.0923; number 34, H, carries 0.0717

Which is most stable, and by how much? B, by 2.512 eV.